C13H30N2O15OsP4SSe | wB97M-V/def2-TZVPD

ΔE to the lowest compared entry with this formula, charge and spin, kcal per mole: 13.1
2S+1: 5
E_tot, eV: -163460.958
HOMO-LUMO gap (alpha / beta), eV: 7.865 / 6.625
Total charge: +2

Each line ends with the Mulliken spin population.
Element x y z (Å)
Os: 0.41 -0.17 0.11  2.9542
C: -1.49 -2.89 3.80  0.0014
C: -0.20 -2.30 3.22  -0.0052
O: 0.93 -2.57 4.05  0.0014
P: -0.28 -0.47 3.24  0.0498
O: -1.77 0.03 3.19  0.0062
O: 0.23 -0.02 4.64  0.0004
O: 0.46 0.19 2.10  0.0588
P: 0.08 -2.93 1.50  0.0237
O: 1.62 -2.64 1.24  0.0404
O: -0.35 -4.32 1.34  0.0042
O: -0.57 -1.79 0.63  0.1366
H: -1.64 -2.53 4.82  -0.0001
H: -1.40 -3.97 3.82  0.0003
H: -2.36 -2.64 3.19  -0.0006
H: 0.94 -3.51 4.29  -0.0001
H: -2.28 -0.05 4.01  -0.0003
H: 1.00 -0.50 4.98  0.0012
H: 2.23 -3.39 1.33  -0.0047
C: 4.11 3.20 -1.45  0.0028
C: 3.50 2.50 -0.23  -0.0038
O: 4.19 2.95 0.94  0.0029
P: 3.80 0.70 -0.25  0.0717
O: 3.80 0.16 -1.74  0.0009
O: 5.31 0.54 0.17  0.0080
O: 2.80 -0.03 0.57  0.1024
P: 1.69 2.90 -0.15  -0.0021
O: 1.45 3.01 1.43  -0.0009
O: 1.29 4.07 -0.93  0.0000
O: 0.98 1.57 -0.57  0.0402
H: 5.18 2.98 -1.50  0.0001
H: 3.96 4.27 -1.36  0.0001
H: 3.63 2.86 -2.37  -0.0006
H: 3.57 2.98 1.69  -0.0002
H: 4.67 0.10 -2.16  -0.0004
H: 5.58 1.14 0.88  0.0006
H: 1.05 3.86 1.66  -0.0004
O: 0.65 -0.84 -1.73  0.0282
S: -0.36 -0.72 -2.93  0.0263
C: -0.07 0.93 -3.61  0.0092
C: 1.13 0.81 -4.54  0.0028
C: 0.92 -0.50 -5.29  -0.0009
C: 0.61 -1.56 -4.23  0.0064
H: 0.03 1.61 -2.77  -0.0006
H: -1.00 1.17 -4.14  0.0012
H: 2.05 0.79 -3.96  0.0005
H: 1.17 1.66 -5.21  0.0006
H: 1.80 -0.81 -5.86  -0.0002
H: 0.09 -0.41 -6.00  -0.0001
H: 1.51 -1.88 -3.70  -0.0028
H: 0.06 -2.43 -4.58  -0.0001
C: -3.34 -1.74 -1.20  -0.0037
N: -3.89 -0.94 -0.11  0.0117
C: -5.02 -1.25 0.61  0.0083
C: -5.24 -0.23 1.46  0.0101
N: -4.25 0.70 1.25  0.0200
C: -4.11 1.98 1.95  0.0120
C: -3.42 0.26 0.28  0.0476
Se: -1.95 1.22 -0.37  0.3404
H: -3.88 -2.68 -1.24  0.0004
H: -2.29 -1.94 -1.02  -0.0010
H: -3.47 -1.21 -2.15  0.0018
H: -5.57 -2.16 0.44  0.0013
H: -6.03 -0.06 2.18  0.0022
H: -5.02 2.16 2.51  0.0012
H: -3.97 2.78 1.23  -0.0090
H: -3.26 1.95 2.62  -0.0023

---

C30H56InNO8PS3 | wB97M-V/def2-TZVPD

ΔE to the lowest compared entry with this formula, charge and spin, kcal per mole: 52.7
E_tot, eV: -96850.078
HOMO-LUMO gap, eV: 4.388
Total charge: -1

Each line ends with the Löwdin charge.
Element x y z (Å)
C: 5.05 4.26 1.99  -0.2077
C: 3.68 3.93 2.09  -0.3081
In: 2.88 2.30 0.71  0.5892
C: 1.13 3.20 -0.43  -0.2946
C: 1.07 2.78 -1.96  -0.3033
C: -0.39 2.39 -2.45  -0.2166
C: -0.73 0.86 -2.25  -0.2121
C: -0.35 0.29 -0.84  -0.2301
C: -0.71 -1.25 -0.82  -0.2049
C: 0.54 -2.16 -1.25  -0.1402
C: 1.23 -2.74 0.04  -0.2373
O: 0.66 -4.06 0.30  -0.2167
C: 1.64 -4.75 1.08  -0.1380
C: 4.53 1.71 -0.69  -0.2454
C: 4.75 0.18 -0.81  -0.2964
C: 4.74 -0.50 -2.11  -0.0590
C: 4.93 -1.94 -2.18  -0.0968
C: 5.13 -2.76 -1.01  -0.1105
C: 5.16 -2.10 0.29  -0.0963
C: 4.99 -0.67 0.36  -0.0839
P: 1.91 0.40 2.09  0.6991
N: 3.08 -0.32 3.20  -0.2819
O: 0.73 1.16 3.11  -0.4400
H: 5.37 5.00 1.22  0.0274
H: 5.76 3.77 2.71  0.0205
H: 2.96 4.41 2.81  -0.0015
H: 1.17 4.31 -0.31  0.0205
H: 0.18 2.83 0.06  0.0137
H: 1.76 1.94 -2.19  0.0766
H: 1.36 3.68 -2.59  0.0927
H: -0.41 2.56 -3.57  0.0948
H: -1.19 3.04 -2.02  0.0994
H: -1.84 0.72 -2.36  0.1008
H: -0.27 0.19 -3.03  0.1112
H: -0.90 0.78 0.00  0.0999
H: 0.75 0.46 -0.68  0.0659
H: -1.56 -1.46 -1.53  0.0993
H: -1.04 -1.59 0.19  0.1003
H: 0.22 -3.02 -1.89  0.1091
H: 1.28 -1.49 -1.74  0.1059
H: 1.05 -2.08 0.94  0.0626
H: 2.34 -2.81 -0.09  0.0989
H: 1.21 -5.70 1.51  0.0847
H: 1.98 -4.10 1.93  0.0882
H: 2.53 -5.03 0.44  0.0820
H: 5.51 2.22 -0.46  0.0462
H: 4.24 2.07 -1.72  0.0326
H: 4.59 0.13 -3.01  0.0941
H: 4.93 -2.38 -3.21  0.0913
H: 5.26 -3.86 -1.09  0.0356
H: 5.31 -2.67 1.23  0.0943
H: 5.03 -0.12 1.33  0.0851
H: 2.80 -0.24 4.18  0.0078
H: 3.25 -1.31 2.99  -0.0046
H: 0.86 0.74 3.97  0.0003
C: -3.76 1.40 2.24  -0.2141
C: -4.82 2.37 2.77  -0.2086
C: -5.25 3.27 1.61  -0.2210
S: -5.01 2.31 0.12  0.6559
O: -3.97 2.93 -0.67  -0.3160
O: -6.29 1.96 -0.45  -0.3344
C: -4.32 0.87 0.92  -0.2246
H: -3.56 0.59 2.94  0.1173
H: -2.83 1.94 2.06  0.1222
H: -5.68 1.80 3.14  0.1178
H: -4.44 2.96 3.61  0.1155
H: -6.30 3.55 1.69  0.0703
H: -4.63 4.16 1.54  0.1115
H: -3.56 0.42 0.28  0.0993
H: -5.13 0.16 1.09  0.1080
C: 6.49 -8.85 -0.79  -0.2263
C: 4.97 -9.00 -0.64  -0.2190
C: 4.39 -7.59 -0.44  -0.2249
S: 5.52 -6.46 -1.25  0.6554
O: 6.14 -5.63 -0.26  -0.3199
O: 4.88 -5.92 -2.42  -0.3145
C: 6.70 -7.70 -1.77  -0.2313
H: 6.95 -9.77 -1.16  0.1127
H: 6.93 -8.61 0.18  0.1190
H: 4.55 -9.43 -1.56  0.1163
H: 4.70 -9.66 0.18  0.1126
H: 3.40 -7.49 -0.88  0.1046
H: 4.36 -7.33 0.62  0.1055
H: 7.71 -7.29 -1.73  0.1089
H: 6.45 -8.00 -2.79  0.1075
C: -9.68 6.77 -0.53  -0.2266
C: -8.58 6.00 -1.26  -0.2106
C: -7.70 5.33 -0.20  -0.2213
S: -8.76 5.05 1.22  0.6501
O: -8.29 5.86 2.32  -0.3228
O: -9.00 3.64 1.36  -0.3199
C: -10.22 5.82 0.53  -0.2365
H: -10.47 7.10 -1.21  0.1128
H: -9.26 7.66 -0.05  0.1185
H: -9.03 5.24 -1.90  0.1196
H: -7.98 6.66 -1.90  0.1157
H: -7.30 4.38 -0.55  0.0862
H: -6.88 5.98 0.12  0.1114
H: -10.79 6.31 1.32  0.1060
H: -10.83 5.03 0.07  0.1076

---

C30H33IO3PS | wB97M-V/def2-TZVPD

E_tot, eV: -66004.731
HOMO-LUMO gap, eV: 6.658
Total charge: -1

Each line ends with the Löwdin charge.
Element x y z (Å)
C: 1.45 -0.22 4.29  0.0319
C: 0.85 0.84 3.54  -0.0358
C: 0.59 2.38 2.94  -0.3469
O: -0.67 2.42 2.14  -0.4397
P: -2.10 2.88 3.10  0.4274
C: -2.55 1.11 3.65  -0.3111
C: -4.10 0.69 3.19  -0.6636
O: -5.07 0.58 4.13  -0.1888
I: -4.65 0.30 1.06  0.6355
O: -1.10 3.30 4.51  -0.3780
C: 0.31 3.57 4.07  -0.5505
S: 0.59 5.12 2.99  0.6234
H: 2.10 -1.08 4.80  0.0391
H: 1.52 2.54 2.21  0.1366
H: -2.79 2.62 1.84  -0.0442
H: -3.31 3.27 3.82  -0.0075
H: -2.16 4.27 2.63  -0.0342
H: -1.86 0.33 3.11  0.0750
H: -2.54 0.97 4.83  0.1095
H: 1.12 3.74 4.91  0.1152
H: 1.03 4.71 1.70  -0.1110
C: 2.05 0.76 -2.11  -0.1017
C: 1.12 1.42 -1.31  -0.0859
C: 0.40 0.72 -0.34  -0.0759
C: 0.62 -0.65 -0.18  -0.0802
C: 1.55 -1.31 -0.99  -0.1042
C: 2.26 -0.61 -1.96  -0.1086
H: 2.60 1.31 -2.87  0.0710
H: 0.96 2.49 -1.43  0.1005
H: -0.32 1.23 0.28  0.0863
H: 0.06 -1.20 0.57  0.1029
H: 1.72 -2.38 -0.86  0.0915
H: 2.98 -1.12 -2.59  0.0863
C: 3.87 -6.13 -3.82  -0.1016
C: 2.72 -5.56 -3.27  -0.0952
C: 2.29 -4.31 -3.71  -0.0952
C: 3.00 -3.63 -4.69  -0.0995
C: 4.15 -4.20 -5.25  -0.1003
C: 4.58 -5.45 -4.81  -0.1034
H: 4.20 -7.11 -3.48  0.0975
H: 2.16 -6.09 -2.51  0.1006
H: 1.40 -3.86 -3.27  0.1000
H: 2.66 -2.65 -5.04  0.0998
H: 4.70 -3.68 -6.02  0.0980
H: 5.48 -5.90 -5.23  0.0966
C: -8.62 -2.98 6.17  -0.1146
C: -8.25 -3.98 5.27  -0.1171
C: -7.31 -3.72 4.28  -0.1040
C: -6.72 -2.46 4.19  -0.0806
C: -7.08 -1.46 5.10  -0.0807
C: -8.03 -1.72 6.08  -0.0950
H: -9.36 -3.18 6.94  0.0913
H: -8.71 -4.97 5.34  0.0911
H: -7.03 -4.50 3.57  0.0945
H: -5.98 -2.26 3.43  0.0904
H: -6.62 -0.48 5.03  0.0708
H: -8.31 -0.94 6.78  0.0967
C: 3.89 3.59 -4.58  -0.0907
C: 4.26 2.59 -5.48  -0.0949
C: 5.20 2.85 -6.47  -0.1006
C: 5.79 4.11 -6.55  -0.1037
C: 5.43 5.11 -5.65  -0.1016
C: 4.48 4.86 -4.67  -0.0925
H: 3.15 3.39 -3.81  0.0894
H: 3.80 1.61 -5.41  0.0974
H: 5.48 2.07 -7.17  0.0973
H: 6.53 4.32 -7.32  0.0965
H: 5.90 6.10 -5.72  0.0978
H: 4.20 5.64 -3.97  0.1014

---

C4H6IN2 | wB97M-V/def2-TZVPD

ΔE to the lowest compared entry with this formula, charge and spin, kcal per mole: 90.6
E_tot, eV: -15315.271
HOMO-LUMO gap, eV: 9.799
Total charge: +1

Each line ends with the Löwdin charge.
Element x y z (Å)
C: 1.63 1.47 1.31  0.0078
C: 2.31 0.92 0.29  -0.8712
C: -1.01 -0.38 -0.40  -0.2029
C: 1.08 1.51 -0.04  -0.0186
N: -0.66 -1.60 -0.70  0.2004
N: -2.22 -0.07 -0.05  0.2027
I: 3.73 -0.15 -0.66  0.9870
H: 1.73 1.76 2.33  0.0975
H: -0.12 0.30 -0.44  0.0411
H: 0.32 -1.63 -1.00  0.1340
H: -1.36 -2.30 -0.62  0.1266
H: -2.37 0.88 0.08  0.1145
H: -3.06 -0.72 -0.08  0.1810

---

C3H5NO | wB97M-V/def2-TZVPD

ΔE to the lowest compared entry with this formula, charge and spin, kcal per mole: 30.5
E_tot, eV: -6728.250
HOMO-LUMO gap, eV: 11.308

Each line ends with the Löwdin charge.
Element x y z (Å)
C: -0.99 0.88 0.34  -0.0938
O: -0.47 0.38 -0.88  -0.1698
C: 0.50 -0.63 -0.81  -0.2053
C: 1.19 -0.77 0.49  -0.2086
N: 1.77 -0.94 1.47  0.1589
H: -1.99 0.47 0.56  0.0930
H: -1.06 1.97 0.24  0.0929
H: -0.32 0.65 1.18  0.0686
H: 1.28 -0.40 -1.55  0.1321
H: 0.09 -1.62 -1.05  0.1319